15
Properties=species:S:1:pos:R:3:forces:R:3 method="wB97M-V/def2-TZVPD" de_lowest_kj_mol=172.4 homo_lumo_gap_ev=10.421 e_tot_ev=-7830.533
H -0.322058 1.728444 0.453161 0.0 0.0 0.0
N -0.184818 0.715398 0.499448 -0.4 0.0 -0.1
C -1.272469 0.101353 0.272332 0.2 0.1 0.1
C -2.603108 0.730944 -0.019020 0.0 0.1 0.0
H -1.226731 -0.993825 0.298861 0.0 0.1 0.0
H -3.162105 0.152212 -0.760366 0.1 0.1 0.1
H -2.472258 1.753604 -0.387862 -0.1 -0.1 0.1
H -3.204690 0.765812 0.896418 0.0 0.0 -0.1
C 2.555317 -0.270901 -0.228727 0.0 0.0 0.1
C 1.406346 -1.233170 -0.365426 0.0 -0.2 0.1
O 1.142154 -2.111496 0.422357 0.1 0.3 -0.3
H 2.338223 0.659934 -0.759439 0.0 -0.2 0.1
H 3.451129 -0.724391 -0.670047 -0.1 0.0 0.0
H 2.741910 -0.061444 0.825972 0.0 -0.1 -0.1
H 0.807528 -1.119262 -1.295250 0.1 -0.1 0.1

27
Properties=species:S:1:pos:R:3:forces:R:3 method="wB97M-V/def2-TZVPD" de_lowest_kj_mol=0.0 homo_lumo_gap_ev="6.731 / 9.396" e_tot_ev=-28029.861
C -3.243472 0.593597 0.555222 0.4 -1.5 -0.3
C -3.272946 -0.920173 0.406892 3.2 0.5 0.9
C -0.948191 -1.246376 -1.218589 1.5 2.8 0.0
C -2.207090 -0.614836 -0.645125 0.5 -1.7 0.3
C 0.518298 -1.259571 -0.457694 -2.6 0.4 -0.3
C 0.933952 -2.195483 0.605033 1.5 -2.2 -1.2
C -0.057489 2.362908 1.081283 5.0 1.5 -3.0
C 3.712270 0.711916 -0.799562 0.0 -1.5 -1.2
O -3.620188 1.423809 1.281453 -0.7 1.2 0.8
O 0.816039 1.220966 -1.499530 -0.7 1.0 -1.7
O -2.375059 0.727713 -0.497839 0.9 2.0 -0.5
O 0.361141 0.973139 1.080843 0.3 -0.6 -2.3
O 2.633430 0.446250 0.091524 -1.5 -0.3 0.5
P 1.033140 0.410968 -0.328523 2.4 0.9 2.7
H -2.967363 -1.497029 1.277402 0.0 0.1 0.2
H -4.117596 -1.319724 0.016606 -2.8 -1.1 -1.1
H -1.258550 -2.170636 -1.570369 -0.1 -2.1 -0.5
H -0.727757 -0.589010 -2.111278 -0.2 -0.8 0.7
H 1.310397 -3.268165 0.243147 -0.7 2.2 0.4
H 0.096805 -2.416579 1.209155 -1.0 -0.3 1.0
H 1.735000 -1.772118 1.210674 0.0 -0.1 0.0
H -0.872222 2.383550 1.642500 -3.5 0.4 2.6
H -0.261167 2.874534 0.056853 0.3 -1.5 1.5
H 0.831932 2.950509 1.516999 -1.5 -0.7 -0.3
H 4.651734 0.624596 -0.199614 -0.8 0.3 -0.6
H 3.594399 1.657791 -1.341507 0.1 0.0 0.5
H 3.700560 -0.092538 -1.605967 0.3 0.9 0.9

17
Properties=species:S:1:pos:R:3:forces:R:3 method="wB97M-V/def2-TZVPD" de_lowest_kj_mol=133.2 homo_lumo_gap_ev=9.495 e_tot_ev=-9904.223
C -2.023456 0.533670 0.932887 -0.3 -0.1 -0.2
C -1.283274 0.941318 -0.312518 0.1 0.2 0.4
O -1.826355 1.135684 -1.369791 0.0 0.0 -0.1
C 0.217279 1.067761 -0.139197 0.0 -0.1 -0.4
C 0.872002 -0.295927 -0.230455 0.3 0.6 0.1
C 2.359086 -0.345042 -0.009850 -0.1 -0.2 -0.1
C 0.186200 -1.357300 -0.538816 0.0 -0.2 0.0
N -0.477172 -2.374826 -0.605532 -0.4 -0.5 0.3
H -3.067258 0.335964 0.704334 0.0 0.0 0.0
H -1.962591 1.336375 1.665586 0.1 0.1 0.1
H -1.562621 -0.354075 1.359096 0.0 -0.1 0.1
H 0.453833 1.509536 0.832338 0.0 0.0 0.0
H 0.619404 1.709724 -0.928911 -0.1 0.0 0.1
H 2.603178 0.031350 0.983811 0.0 0.0 0.1
H 2.726554 -1.364053 -0.096740 0.1 0.0 0.0
H 2.871144 0.277592 -0.743815 0.1 0.0 0.0
H -0.705953 -2.787751 -1.502430 0.1 0.2 -0.2

| no. | maximum force (hartree/bohr) |
| --- | --- |
| 1 | 0.00957 |
| 2 | 0.11684 |
| 3 | 0.01306 |